The following is a quantum chemistry calculation of a molecular structure, C16H44AlF2N6O11S2, from the Open Molecules 2025 dataset.

## Properties
Maximum force = 8.04 eV/Å
Orbital gap = 2.49 eV
Total energy = -3029.5919 Eh
Molecular weight = 625.671 g/mol
E_LUMO = -0.30439 hartree

ORCA input file:
```
! RIJCOSX wB97M-V def2-TZVPD def2/J DEFGRID3
* xyz 1 1
Al 1.812 -0.783 3.738
N -1.580 -0.970 1.494
S -1.590 0.508 1.393
O -0.768 1.146 2.432
O -2.775 1.268 0.924
F -0.654 0.487 0.063
S -2.952 -0.935 2.621
O -4.235 -1.034 1.944
O -2.759 -0.278 3.965
F -2.868 -2.435 3.186
N 1.034 -0.253 0.626
O 1.549 0.816 0.324
O 0.880 -0.618 1.777
O 0.739 -0.983 -0.259
C 2.415 2.875 -1.486
C 2.097 3.579 -0.178
C 1.609 5.044 -0.394
O 0.243 5.113 -1.019
C -0.380 6.417 -0.778
N 1.218 2.847 0.680
H 3.194 3.400 -2.039
H 1.531 2.726 -2.106
H 2.912 1.922 -1.305
H 3.009 3.639 0.416
H 2.373 5.517 -1.011
H 1.582 5.536 0.579
H -0.511 6.641 0.281
H -1.388 6.253 -1.159
H 0.067 7.321 -1.191
H 0.544 2.709 -0.059
H 1.419 1.860 0.750
C 0.705 -3.376 -3.625
C -0.014 -3.267 -2.302
C -0.689 -4.568 -1.929
O -1.472 -4.277 -0.793
C -2.451 -5.268 -0.690
N 0.923 -2.777 -1.310
H -0.033 -3.526 -4.413
H 1.524 -4.089 -3.528
H 1.182 -2.412 -3.799
H -0.760 -2.519 -2.568
H 0.054 -5.282 -1.574
H -1.255 -5.025 -2.741
H -3.077 -5.242 0.202
H -2.063 -6.284 -0.612
H -3.123 -5.208 -1.546
H 1.686 -3.438 -1.337
H 1.353 -1.987 -1.770
C -5.113 -2.346 -0.989
C -3.602 -2.322 -0.949
C -2.938 -0.962 -1.183
O -1.546 -1.092 -1.232
C -0.938 -0.037 -2.001
N -3.141 -2.813 0.330
H -5.568 -2.567 -1.954
H -5.437 -1.355 -0.671
H -5.480 -3.096 -0.289
H -3.261 -3.060 -1.676
H -3.186 -0.306 -0.348
H -3.300 -0.526 -2.114
H 0.124 -0.070 -1.759
H -1.317 0.977 -1.874
H -0.988 -0.225 -3.074
H -3.467 -2.219 1.079
H -3.756 -3.601 0.472
C 5.087 1.405 1.485
C 3.972 0.872 2.398
C 2.811 1.907 2.535
O 1.647 1.471 3.210
C 0.630 2.460 3.068
N 3.595 -0.454 1.942
H 4.867 1.300 0.423
H 6.069 0.956 1.634
H 5.282 2.421 1.831
H 4.480 0.741 3.353
H 2.571 2.302 1.548
H 3.182 2.745 3.126
H 0.348 2.414 2.016
H 0.803 3.513 3.293
H -0.258 2.146 3.617
H 3.197 -0.280 1.031
H 4.374 -1.090 1.846
*
```